No. 1
{"formula": "C37H82FN8O9PS2Si", "method": "the ωB97M-V functional and the def2-TZVPD basis", "spin_multiplicity": 1, "total_energy_ha": -4101.2911, "smiles": "C=C[Si@](CCF)(CCCCN(CCCC)C(=S)SCCC)P(O)O.CNC(C)=O.CNC(C)=O.CNC(C)=O.CNC(C)=O.CNC(C)=O.CNC(C)=O.CNC(C)=O", "homo_ha": -0.2779, "species": ["C", "C", "Si", "C", "C", "F", "C", "C", "C", "C", "N", "C", "C", "C", "C", "C", "S", "S", "C", "C", "C", "P", "O", "O", "H", "H", "H", "H", "H", "H", "H", "H", "H", "H", "H", "H", "H", "H", "H", "H", "H", "H", "H", "H", "H", "H", "H", "H", "H", "H", "H", "H", "H", "H", "H", "H", "H", "C", "C", "O", "N", "C", "H", "H", "H", "H", "H", "H", "H", "C", "C", "O", "N", "C", "H", "H", "H", "H", "H", "H", "H", "C", "C", "O", "N", "C", "H", "H", "H", "H", "H", "H", "H", "C", "C", "O", "N", "C", "H", "H", "H", "H", "H", "H", "H", "C", "C", "O", "N", "C", "H", "H", "H", "H", "H", "H", "H", "C", "C", "O", "N", "C", "H", "H", "H", "H", "H", "H", "H", "C", "C", "O", "N", "C", "H", "H", "H", "H", "H", "H", "H"], "positions_angstrom": [[-1.048, -4.090, 0.016], [-1.501, -4.838, -1.062], [-1.059, -4.260, -2.820], [-2.715, -3.580, -3.583], [-3.384, -2.712, -2.418], [-4.031, -1.556, -2.898], [-0.345, -5.739, -3.788], [0.742, -6.568, -2.943], [2.146, -5.816, -2.868], [2.816, -5.901, -1.418], [3.356, -4.610, -0.934], [3.577, -4.671, 0.545], [2.311, -4.180, 1.397], [2.181, -2.609, 1.537], [2.237, -1.804, 0.162], [4.544, -4.202, -1.636], [5.212, -2.672, -1.396], [5.413, -5.268, -2.868], [5.790, -4.040, -4.235], [5.894, -4.757, -5.647], [5.266, -3.844, -6.784], [0.404, -2.602, -2.896], [0.966, -2.328, -4.480], [-0.244, -1.143, -2.293], [-0.154, -3.425, -0.172], [-1.517, -4.121, 1.037], [-2.151, -5.749, -0.896], [-2.481, -2.946, -4.490], [-3.366, -4.470, -3.850], [-4.056, -3.385, -1.807], [-2.592, -2.358, -1.690], [0.114, -5.455, -4.775], [-1.216, -6.428, -4.022], [0.872, -7.552, -3.488], [0.313, -6.784, -1.926], [2.838, -6.409, -3.545], [2.127, -4.776, -3.289], [3.537, -6.769, -1.348], [1.964, -6.164, -0.715], [3.701, -5.774, 0.806], [4.541, -4.191, 0.871], [1.367, -4.689, 1.033], [2.474, -4.581, 2.445], [2.994, -2.227, 2.213], [1.161, -2.397, 1.983], [2.008, -2.433, -0.738], [3.223, -1.274, 0.098], [1.446, -0.989, 0.196], [6.715, -3.481, -3.935], [4.892, -3.356, -4.261], [6.979, -4.945, -5.867], [5.300, -5.713, -5.571], [4.652, -2.986, -6.396], [4.625, -4.457, -7.471], [6.121, -3.424, -7.390], [0.269, -2.538, -5.132], [-0.209, -1.186, -1.318], [0.234, 3.620, -0.134], [0.168, 2.211, -0.657], [-0.110, 1.256, 0.064], [0.428, 2.012, -1.973], [0.772, 2.996, -2.977], [0.005, 3.623, 0.930], [1.240, 4.022, -0.273], [-0.498, 4.246, -0.648], [0.364, 1.044, -2.247], [0.022, 2.959, -3.770], [1.747, 2.738, -3.395], [0.813, 4.001, -2.567], [-2.829, 2.035, 1.402], [-3.678, 3.186, 1.869], [-4.030, 4.088, 1.115], [-4.055, 3.206, 3.175], [-3.742, 2.240, 4.210], [-2.607, 2.153, 0.345], [-1.887, 2.016, 1.952], [-3.365, 1.094, 1.540], [-4.622, 4.005, 3.420], [-4.679, 1.839, 4.602], [-3.211, 2.753, 5.013], [-3.129, 1.424, 3.837], [-7.803, 8.232, 3.118], [-7.235, 6.837, 3.091], [-7.309, 6.083, 4.052], [-6.623, 6.425, 1.950], [-6.435, 7.161, 0.719], [-8.258, 8.417, 4.089], [-7.009, 8.964, 2.961], [-8.571, 8.339, 2.350], [-6.265, 5.481, 2.003], [-6.914, 6.606, -0.090], [-5.363, 7.227, 0.519], [-6.855, 8.162, 0.768], [-7.375, 8.413, -4.453], [-5.932, 8.483, -4.030], [-5.262, 9.496, -4.164], [-5.378, 7.367, -3.483], [-6.004, 6.082, -3.244], [-7.676, 9.373, -4.869], [-7.506, 7.647, -5.220], [-8.010, 8.195, -3.592], [-4.410, 7.485, -3.223], [-5.945, 5.866, -2.175], [-5.445, 5.322, -3.793], [-7.044, 6.065, -3.560], [-1.712, -0.018, 7.779], [-3.031, 0.680, 7.576], [-3.121, 1.896, 7.510], [-4.146, -0.093, 7.464], [-4.242, -1.538, 7.515], [-0.918, 0.724, 7.850], [-1.730, -0.595, 8.706], [-1.498, -0.674, 6.932], [-4.992, 0.440, 7.330], [-4.675, -1.891, 6.577], [-4.905, -1.813, 8.338], [-3.274, -2.008, 7.663], [5.653, 3.957, -0.407], [4.342, 4.618, -0.741], [3.366, 3.980, -1.108], [4.266, 5.971, -0.621], [5.304, 6.892, -0.205], [5.561, 2.882, -0.548], [6.439, 4.328, -1.067], [5.915, 4.148, 0.635], [3.360, 6.345, -0.861], [4.957, 7.430, 0.680], [5.477, 7.608, -1.011], [6.234, 6.382, 0.028], [6.701, -5.457, 2.380], [5.881, -5.150, 3.604], [4.972, -4.332, 3.592], [6.180, -5.819, 4.751], [7.210, -6.815, 4.963], [6.350, -4.852, 1.548], [7.751, -5.219, 2.562], [6.594, -6.510, 2.112], [5.591, -5.564, 5.530], [6.735, -7.740, 5.297], [7.883, -6.459, 5.745], [7.781, -7.012, 4.060]]}



No. 2
{"formula": "C19H25N3O5S", "method": "the ωB97M-V functional and the def2-TZVPD basis", "spin_multiplicity": 1, "e_above_lowest_kcal_mol": 23.0, "total_energy_ha": -1677.7075, "smiles": "CCOC(=O)c1c(S(=O)(=O)NCC(=O)NCc2ccccc2)c(C)n(C)c1C", "homo_ha": -0.3215, "species": ["C", "C", "H", "H", "O", "C", "O", "C", "C", "N", "C", "C", "S", "O", "O", "N", "H", "C", "C", "O", "N", "H", "C", "C", "C", "C", "C", "C", "C", "H", "H", "H", "H", "H", "H", "H", "H", "H", "C", "H", "H", "H", "C", "H", "H", "H", "C", "H", "H", "H", "H", "H", "H"], "positions_angstrom": [[-0.608, -3.324, 0.148], [0.611, -3.394, 1.056], [0.342, -3.113, 2.080], [1.061, -4.388, 1.047], [1.636, -2.512, 0.589], [1.502, -1.227, 0.921], [0.661, -0.818, 1.691], [2.479, -0.356, 0.264], [3.820, -0.545, 0.007], [4.292, 0.586, -0.596], [3.276, 1.487, -0.766], [2.142, 0.937, -0.223], [0.480, 1.519, -0.274], [-0.350, 0.408, -0.682], [0.387, 2.712, -1.065], [0.219, 1.946, 1.312], [0.279, 1.115, 1.891], [-0.946, 2.762, 1.580], [-2.245, 2.005, 1.875], [-3.109, 2.495, 2.579], [-2.323, 0.782, 1.330], [-1.638, 0.485, 0.642], [-3.506, -0.046, 1.453], [-4.180, -0.200, 0.115], [-4.216, -1.422, -0.538], [-4.810, -1.534, -1.784], [-5.366, -0.421, -2.390], [-5.328, 0.804, -1.745], [-4.738, 0.914, -0.500], [-4.707, 1.867, 0.008], [-5.761, 1.676, -2.215], [-5.827, -0.508, -3.363], [-4.834, -2.491, -2.284], [-3.780, -2.294, -0.070], [-3.217, -1.024, 1.852], [-4.167, 0.455, 2.166], [-0.739, 3.417, 2.432], [-1.099, 3.389, 0.696], [3.444, 2.804, -1.427], [3.869, 2.692, -2.424], [4.090, 3.459, -0.842], [2.463, 3.263, -1.511], [5.657, 0.770, -1.009], [5.823, 1.814, -1.263], [5.883, 0.153, -1.882], [6.334, 0.491, -0.201], [4.699, -1.698, 0.327], [5.204, -2.057, -0.569], [5.459, -1.421, 1.058], [4.097, -2.504, 0.733], [-1.397, -3.959, 0.542], [-0.966, -2.297, 0.089], [-0.351, -3.655, -0.855]]}



No. 3
{"formula": "C4H8N3S", "method": "the ωB97M-V functional and the def2-TZVPD basis", "spin_multiplicity": 3, "e_above_lowest_kcal_mol": 64.0, "total_energy_ha": -719.2320, "s2": 2.008, "total_charge": 1, "homo_ha": [-0.3916, -0.5378], "species": ["C", "C", "C", "C", "N", "N", "N", "S", "H", "H", "H", "H", "H", "H", "H", "H"], "positions_angstrom": [[0.865, 0.538, 0.944], [-1.180, -0.497, 1.394], [0.270, 1.228, -0.293], [-0.610, 0.084, -0.844], [-0.097, 0.048, 1.813], [-1.512, -0.526, 0.106], [0.533, -0.921, -1.270], [1.790, -1.118, -0.115], [1.764, 0.961, 1.543], [-1.907, -0.631, 2.203], [-0.262, 2.093, 0.003], [0.914, 1.481, -1.092], [-1.161, 0.459, -1.680], [-2.348, -0.903, -0.265], [0.193, -1.819, -1.493], [2.748, -0.476, -0.954]]}



No. 4
{"formula": "C16H17ClNO2S", "method": "the ωB97M-V functional and the def2-TZVPD basis", "spin_multiplicity": 1, "total_energy_ha": -1683.2966, "total_charge": 1, "smiles": "COC(=O)[C@@H](c1ccccc1Cl)[N@@H+]1CCc2sccc2C1", "homo_ha": -0.4429, "species": ["C", "H", "H", "H", "O", "C", "O", "C", "C", "C", "C", "C", "C", "C", "Cl", "H", "H", "H", "H", "N", "H", "C", "C", "C", "S", "C", "C", "H", "H", "C", "C", "H", "H", "H", "H", "H", "H", "H"], "positions_angstrom": [[0.639, 1.173, 3.285], [0.014, 1.562, 4.084], [1.443, 1.870, 3.049], [1.070, 0.212, 3.567], [-0.219, 1.008, 2.153], [0.359, 0.697, 1.007], [1.537, 0.551, 0.840], [-0.709, 0.611, -0.104], [-0.400, 1.515, -1.287], [0.820, 2.154, -1.475], [1.028, 2.987, -2.563], [0.020, 3.199, -3.484], [-1.200, 2.561, -3.327], [-1.399, 1.728, -2.243], [-2.950, 0.924, -2.100], [-1.992, 2.711, -4.045], [0.175, 3.852, -4.327], [1.984, 3.472, -2.683], [1.622, 2.004, -0.772], [-0.921, -0.787, -0.614], [-1.380, -0.631, -1.526], [0.340, -1.543, -0.828], [0.823, -2.134, 0.462], [0.017, -2.261, 1.556], [0.872, -2.922, 2.903], [2.312, -3.027, 1.971], [2.147, -2.577, 0.704], [2.927, -2.552, -0.032], [3.201, -3.416, 2.425], [-1.418, -1.856, 1.598], [-1.896, -1.591, 0.175], [-2.020, -2.540, -0.351], [-2.853, -1.066, 0.176], [-1.553, -0.973, 2.229], [-2.027, -2.651, 2.033], [0.150, -2.333, -1.562], [1.097, -0.867, -1.234], [-1.657, 0.934, 0.341]]}



No. 5
{"formula": "C24H28ClN2O5PV", "method": "the ωB97M-V functional and the def2-TZVPD basis", "spin_multiplicity": 2, "e_above_lowest_kcal_mol": 1.2, "total_energy_ha": -3162.3314, "s2": 0.763, "total_charge": 2, "homo_ha": [-0.5348, -0.5347], "species": ["V", "Cl", "C", "C", "C", "C", "O", "C", "C", "N", "C", "C", "C", "C", "C", "C", "C", "C", "N", "C", "C", "H", "H", "H", "H", "H", "H", "H", "H", "H", "H", "C", "C", "C", "C", "O", "P", "O", "O", "O", "C", "C", "C", "C", "H", "H", "H", "H", "H", "H", "H", "H", "H", "H", "H", "H", "H", "H", "H", "H", "H", "H"], "positions_angstrom": [[0.023, 1.377, -0.195], [0.363, 5.962, 5.267], [0.077, 5.033, 3.854], [-1.181, 5.058, 3.249], [-1.428, 4.317, 2.107], [-0.415, 3.539, 1.581], [-0.649, 2.826, 0.437], [0.858, 3.499, 2.170], [1.948, 2.800, 1.558], [1.820, 1.960, 0.585], [2.935, 1.489, -0.159], [4.215, 1.312, 0.286], [5.210, 0.880, -0.617], [4.917, 0.636, -1.932], [3.590, 0.781, -2.402], [3.176, 0.540, -3.732], [1.856, 0.671, -4.078], [0.920, 1.015, -3.097], [1.279, 1.287, -1.850], [2.604, 1.192, -1.495], [1.094, 4.277, 3.312], [-1.961, 5.670, 3.679], [-2.397, 4.345, 1.627], [2.947, 3.062, 1.902], [4.480, 1.489, 1.320], [6.221, 0.750, -0.255], [5.691, 0.322, -2.619], [3.911, 0.248, -4.473], [1.519, 0.489, -5.088], [-0.139, 1.060, -3.319], [2.070, 4.282, 3.779], [-4.426, -2.249, 1.335], [-3.837, -1.498, 0.165], [-4.503, -0.162, -0.076], [-3.736, -2.339, -1.087], [-2.413, -1.162, 0.639], [-1.146, -0.854, -0.138], [-1.267, 0.293, -1.170], [-0.094, -0.141, 0.839], [-0.518, -2.065, -0.844], [0.184, -3.275, -0.258], [1.643, -2.877, -0.155], [-0.423, -3.606, 1.089], [-0.048, -4.361, -1.285], [-5.463, -2.498, 1.108], [-4.409, -1.639, 2.236], [-3.885, -3.177, 1.517], [-5.543, -0.330, -0.353], [-4.018, 0.379, -0.889], [-4.488, 0.445, 0.829], [-4.742, -2.604, -1.412], [-3.190, -3.264, -0.901], [-3.260, -1.790, -1.902], [1.779, -2.067, 0.563], [2.023, -2.572, -1.131], [2.227, -3.733, 0.185], [-0.289, -2.790, 1.802], [0.074, -4.484, 1.500], [-1.485, -3.835, 0.996], [0.344, -4.064, -2.256], [-1.109, -4.585, -1.383], [0.465, -5.269, -0.968]]}



No. 6
{"formula": "C7H14O", "method": "the ωB97M-V functional and the def2-TZVPD basis", "spin_multiplicity": 2, "e_above_lowest_kcal_mol": 26.2, "total_energy_ha": -349.9755, "s2": 0.753, "total_charge": 1, "homo_ha": [-0.4952, -0.4952], "species": ["C", "C", "C", "C", "C", "C", "C", "H", "H", "H", "H", "H", "H", "H", "H", "H", "H", "H", "H", "H", "H", "O"], "positions_angstrom": [[0.672, 1.174, 1.445], [1.448, 0.031, 0.868], [2.679, 0.077, 0.388], [0.605, -1.269, 0.746], [-0.056, -1.430, -0.544], [0.556, -1.402, -1.809], [-0.201, -1.718, -3.009], [1.277, 2.077, 1.465], [-0.188, 1.464, 0.821], [0.196, 0.856, 2.366], [3.355, 0.918, 0.498], [3.084, -0.778, -0.147], [-0.158, -1.239, 1.521], [1.285, -2.107, 0.870], [-1.122, -1.616, -0.560], [1.627, -1.427, -1.895], [0.310, -1.610, -3.946], [-1.044, -1.058, -3.128], [-0.698, -2.695, -2.994], [-3.788, 4.137, 2.211], [-5.208, 3.920, 2.788], [-4.630, 3.696, 2.046]]}